C26H33CdF3N2O6S | ωB97M-V/def2-TZVPD

Positions of all 72 atoms, in Å:
Cd -0.414 0.047 -0.026
C -1.880 -2.233 2.533
C -3.047 -2.114 1.583
O -2.547 -1.838 0.286
C -3.542 -1.345 -0.601
C -3.988 0.080 -0.221
O -3.065 0.615 0.714
C -3.244 2.012 0.883
C -2.427 2.460 2.081
O -1.152 1.830 2.108
C -0.860 1.196 3.339
C -1.627 -0.093 3.524
O -1.113 -1.042 2.610
H -1.207 -3.017 2.186
H -2.243 -2.519 3.529
H -3.729 -1.323 1.906
H -3.603 -3.062 1.578
H -4.406 -2.020 -0.605
H -3.080 -1.350 -1.584
H -4.992 0.097 0.225
H -4.007 0.704 -1.122
H -4.302 2.235 1.082
H -2.932 2.528 -0.027
H -2.966 2.241 3.008
H -2.284 3.544 2.025
H -1.060 1.873 4.178
H 0.210 0.984 3.322
H -2.695 0.072 3.344
H -1.505 -0.458 4.553
O -1.337 -0.938 -2.843
C -0.329 -0.222 -2.734
O 0.657 -0.485 -1.967
C -0.269 1.098 -3.447
C -0.177 1.142 -4.830
C -0.108 2.352 -5.503
C -0.156 3.530 -4.772
C -0.273 3.491 -3.393
C -0.326 2.281 -2.697
S -0.505 2.381 -0.930
H -0.161 0.209 -5.380
H -0.027 2.373 -6.581
H -0.111 4.487 -5.277
H -0.329 4.415 -2.830
F 3.570 -5.851 0.349
C 2.235 -5.931 0.496
F 1.774 -6.753 -0.456
F 2.008 -6.524 1.684
C 1.596 -4.566 0.440
C 1.892 -3.644 1.433
C 1.294 -2.402 1.370
N 0.457 -2.059 0.391
C 0.189 -2.938 -0.574
C 0.734 -4.216 -0.580
H 2.566 -3.888 2.243
H 1.476 -1.649 2.124
H -0.475 -2.602 -1.360
H 0.485 -4.907 -1.371
C 4.030 3.275 0.969
C 3.714 2.019 0.151
C 3.157 2.389 -1.232
C 4.948 1.121 0.030
C 2.631 1.267 0.807
N 1.679 0.705 1.110
H 4.810 3.837 0.457
H 4.387 3.020 1.967
H 3.149 3.909 1.062
H 3.916 2.959 -1.771
H 2.252 2.989 -1.141
H 2.905 1.497 -1.806
H 5.734 1.674 -0.484
H 4.724 0.224 -0.547
H 5.321 0.825 1.011

* HOMO energy: -6.878 eV
* total charge: 0
* energy: -2437.03672 a.u.
* frontier orbital gap: 7.07 eV
* relative energy (zero: lowest compared OMol25 entry of this formula, charge and spin): 42.41 kJ/mol